Entry 1:
A structure of composition C4H8N2 in a non-equilibrium geometry, computed with wB97M-V/def2-TZVPD.

Last column: natural (NBO) charge in e.
Geometry (Å):
C  -0.18  -1.72  -0.86  -0.627
C  0.27  -0.28  -0.91  0.290
C  -0.63  0.34  1.25  -0.239
C  -0.01  1.67  0.67  -0.262
H  -1.29  -1.71  0.28  0.193
H  -0.58  -2.01  -2.10  0.266
H  1.13  -2.57  -0.55  0.258
H  1.30  0.91  -1.16  0.321
H  -1.66  0.29  1.22  0.215
H  -0.03  0.46  2.32  0.208
H  0.94  2.03  1.25  0.221
H  -0.70  2.23  0.09  0.217
N  1.09  0.06  -1.77  -0.607
N  0.34  0.30  0.24  -0.452

Summary:
**Multiplicity**: 1
**Kohn-Sham gap**: 9.225 eV


Entry 2:
A structure of composition C21H21ClN4O2PdS, computed with wB97M-V/def2-TZVPD.

Last column: natural (NBO) charge in e.
Geometry (Å):
Pd  -1.39  -0.61  0.11  1.016
N  4.04  -1.69  -0.26  -0.547
C  4.62  -0.44  -0.30  0.171
C  5.89  0.01  -0.65  -0.262
C  6.11  1.37  -0.56  -0.204
C  5.11  2.26  -0.15  -0.227
C  3.85  1.81  0.19  -0.195
C  3.60  0.44  0.11  0.055
N  2.45  -0.27  0.39  -0.457
C  2.74  -1.52  0.16  0.371
C  1.84  -2.64  0.36  0.068
C  2.24  -3.94  0.46  -0.441
S  0.90  -4.95  0.75  0.483
C  -0.12  -3.58  0.71  -0.126
N  0.48  -2.45  0.49  -0.455
H  4.48  -2.55  -0.53  0.416
H  6.67  -0.67  -0.97  0.217
H  7.08  1.76  -0.82  0.216
H  5.33  3.32  -0.10  0.217
H  3.07  2.49  0.51  0.230
H  3.24  -4.34  0.40  0.240
H  -1.18  -3.67  0.89  0.260
C  0.04  1.59  1.56  -0.380
N  -0.13  2.36  0.36  -0.438
C  0.26  1.71  -0.86  -0.369
C  -1.40  3.05  0.28  -0.250
C  -2.70  2.28  0.08  0.001
C  -3.82  3.12  -0.02  -0.237
C  -5.09  2.63  -0.20  -0.222
C  -5.27  1.26  -0.28  -0.228
C  -4.18  0.42  -0.19  -0.234
C  -2.87  0.89  -0.01  -0.309
H  -0.22  2.19  2.43  0.208
H  1.06  1.22  1.64  0.231
H  -0.62  0.68  1.61  0.123
H  0.07  2.36  -1.71  0.210
H  -0.31  0.77  -1.07  0.122
H  1.31  1.43  -0.83  0.220
H  -1.32  3.78  -0.54  0.202
H  -1.50  3.64  1.20  0.203
H  -3.66  4.19  0.05  0.198
H  -5.94  3.31  -0.27  0.209
H  -6.26  0.83  -0.42  0.207
H  -4.36  -0.65  -0.25  0.194
Cl  -3.14  -5.28  -0.49  -0.059
C  -3.94  -3.69  -0.69  -0.460
C  -2.94  -2.60  -0.37  0.738
O  -2.78  -2.26  0.83  -0.715
O  -2.29  -2.07  -1.31  -0.683
H  -4.78  -3.66  0.00  0.236
H  -4.27  -3.62  -1.73  0.237

Summary:
**Multiplicity**: 3
**<S²>**: 2.006
**Kohn-Sham gap (spin up / spin down)**: 7.386 / 7.538 eV


Entry 3:
The ion C2H8N7 with charge +1 in a non-equilibrium geometry, computed with wB97M-V/def2-TZVPD.

Last column: natural (NBO) charge in e.
Geometry (Å):
C  0.74  -0.98  -0.37  0.645
C  -0.79  2.41  0.85  -0.147
N  0.18  2.03  1.78  -0.077
N  0.74  1.05  2.11  0.058
N  -1.69  1.13  0.79  -0.370
N  -1.07  -0.01  0.78  -0.191
N  1.28  -1.20  -1.55  -0.762
N  1.08  -1.62  0.76  -0.788
N  -0.39  -0.28  -0.38  -0.432
H  -1.43  3.06  1.32  0.242
H  -0.43  2.65  -0.16  0.251
H  -2.24  1.05  1.67  0.396
H  2.29  -1.70  -1.58  0.444
H  1.05  -0.60  -2.32  0.419
H  2.00  -1.99  1.01  0.441
H  0.26  -1.63  1.53  0.474
H  -0.82  -0.04  -1.20  0.397

Summary:
**Multiplicity**: 1
**Kohn-Sham gap (spin up / spin down)**: 7.687 / 8.633 eV
**Charge**: +1


Entry 4:
A cluster of 4 separate species, C19H17Cl4FO4 in total in a non-equilibrium geometry, computed with wB97M-V/def2-TZVPD.

Last column: natural (NBO) charge in e.
Geometry (Å):
Cl  14.28  5.34  -21.34  0.050
C  16.03  5.02  -21.46  -0.229
Cl  16.46  4.44  -23.03  0.084
Cl  16.89  6.52  -21.11  0.049
Cl  16.48  3.84  -20.20  0.046
O  23.83  6.26  -20.15  -0.705
C  24.04  7.00  -19.03  0.275
C  25.30  7.20  -18.48  -0.241
C  25.46  8.12  -17.48  -0.277
C  24.41  8.79  -16.99  0.263
O  24.56  9.70  -15.99  -0.662
C  23.13  8.64  -17.50  -0.237
C  22.90  7.66  -18.52  -0.249
H  23.15  6.52  -20.78  0.492
H  26.15  6.71  -18.92  0.225
H  26.48  8.28  -17.16  0.213
H  25.50  9.88  -15.98  0.471
H  22.28  9.24  -17.19  0.225
H  21.98  7.66  -19.08  0.208
O  21.93  5.62  -25.50  -0.675
C  22.43  5.58  -26.79  0.287
C  22.03  4.59  -27.65  -0.286
C  22.62  4.56  -28.92  -0.238
C  23.53  5.55  -29.30  0.254
O  24.04  5.60  -30.61  -0.706
C  23.91  6.55  -28.41  -0.224
C  23.37  6.54  -27.11  -0.251
H  21.33  4.88  -25.39  0.472
H  21.25  3.92  -27.33  0.211
H  22.46  3.83  -29.70  0.217
H  24.39  4.77  -30.94  0.483
H  24.57  7.36  -28.69  0.228
H  23.59  7.36  -26.44  0.229
F  24.41  11.93  -24.39  -0.329
C  23.03  11.94  -24.38  0.401
C  22.31  10.97  -23.65  -0.278
C  20.91  11.10  -23.51  -0.196
C  20.25  12.11  -24.18  -0.227
C  20.97  12.99  -24.99  -0.191
C  22.34  12.87  -25.13  -0.286
H  22.77  10.13  -23.15  0.227
H  20.33  10.30  -23.07  0.215
H  19.17  12.04  -24.19  0.216
H  20.44  13.78  -25.50  0.219
H  22.89  13.51  -25.79  0.230

Summary:
**Multiplicity**: 1
**Kohn-Sham gap**: 8.115 eV


Entry 5:
A structure of composition H2MgO in a non-equilibrium geometry, computed with wB97M-V/def2-TZVPD.

Last column: natural (NBO) charge in e.
Geometry (Å):
O  -0.11  0.22  0.06  -1.135
H  0.63  0.64  0.55  0.582
H  -0.74  -0.07  0.75  0.584
Mg  0.22  -0.78  -1.36  1.969

Summary:
**Multiplicity**: 1
**Kohn-Sham gap**: 12.471 eV
**Charge**: +2


Entry 6:
A cluster of 3 separate species, C20H39N4O6 in total, computed with wB97M-V/def2-TZVPD.

Last column: natural (NBO) charge in e.
Geometry (Å):
N  2.86  2.60  2.66  -0.562
C  2.64  1.71  1.80  0.089
C  2.82  1.88  0.31  -0.162
O  1.96  1.01  -0.46  -0.523
C  0.78  1.58  -0.77  0.772
O  0.50  1.97  -1.85  -0.458
C  -0.21  1.62  0.37  -0.033
C  -0.32  0.50  1.17  -0.203
C  -1.22  0.53  2.23  0.099
N  -1.94  1.64  2.43  -0.409
C  -1.85  2.73  1.67  0.095
C  -0.97  2.75  0.60  -0.196
H  3.18  3.47  2.22  0.332
H  2.29  0.74  2.16  0.169
H  3.84  1.59  0.07  0.263
H  2.63  2.92  0.05  0.196
H  0.28  -0.37  0.97  0.268
H  -1.32  -0.31  2.89  0.258
H  -2.59  1.65  3.21  0.462
H  -2.46  3.58  1.91  0.257
H  -0.88  3.62  -0.02  0.272
C  3.55  -1.39  -1.08  -0.240
O  4.66  -0.63  -0.65  -0.568
C  5.20  -1.04  0.60  -0.070
C  6.58  -1.66  0.43  -0.244
N  6.49  -2.95  -0.23  -0.624
C  7.78  -3.52  -0.62  -0.250
C  8.61  -2.77  -1.66  -0.084
O  8.04  -2.75  -2.96  -0.541
C  7.11  -1.71  -3.20  -0.244
H  3.14  -0.91  -1.96  0.200
H  3.83  -2.42  -1.34  0.173
H  2.78  -1.42  -0.30  0.152
H  4.53  -1.73  1.11  0.177
H  5.30  -0.14  1.22  0.174
H  7.02  -1.80  1.42  0.199
H  7.20  -0.94  -0.12  0.172
H  5.92  -2.86  -1.06  0.350
H  7.58  -4.52  -1.02  0.208
H  8.39  -3.65  0.28  0.194
H  9.55  -3.31  -1.77  0.197
H  8.87  -1.75  -1.34  0.160
H  7.35  -0.81  -2.64  0.168
H  6.09  -2.02  -2.98  0.153
H  7.15  -1.47  -4.27  0.194
C  -9.60  0.17  0.44  -0.247
O  -8.69  -0.54  -0.39  -0.556
C  -8.30  0.17  -1.56  -0.072
C  -6.83  0.55  -1.48  -0.243
N  -6.60  1.58  -0.47  -0.616
C  -5.20  1.83  -0.17  -0.247
C  -4.38  0.69  0.44  -0.075
O  -4.74  0.34  1.76  -0.578
C  -5.81  -0.60  1.88  -0.249
H  -9.94  -0.52  1.21  0.198
H  -9.14  1.03  0.92  0.154
H  -10.47  0.50  -0.13  0.180
H  -8.92  1.05  -1.72  0.183
H  -8.44  -0.50  -2.41  0.192
H  -6.51  0.94  -2.45  0.199
H  -6.27  -0.37  -1.28  0.164
H  -7.07  1.30  0.39  0.354
H  -5.17  2.67  0.53  0.191
H  -4.71  2.16  -1.09  0.198
H  -3.35  1.05  0.51  0.146
H  -4.35  -0.19  -0.21  0.179
H  -5.82  -1.30  1.04  0.185
H  -6.77  -0.10  1.96  0.176
H  -5.65  -1.16  2.80  0.193

Summary:
**Multiplicity**: 1
**Kohn-Sham gap**: 5.416 eV
**Charge**: +1